This record from OMol25 describes a cluster of 3 separate species, C44H49N3O9P3S in total in a non-equilibrium geometry. The level of theory is ωB97M-V/def2-TZVPD.

```
109
Properties=species:S:1:pos:R:3
C 1.52673 -2.24561 1.49160
C 2.35574 -1.39738 2.07600
C 2.33357 -0.95819 3.52580
C 2.67076 -2.21178 4.37793
C 4.15626 -2.53919 4.41088
O 4.72889 -2.76405 3.12743
O 3.33520 0.00099 3.72199
P 2.94721 1.32947 4.75386
C 4.80292 1.93537 4.56496
C 4.91873 2.62661 3.25206
O 5.32507 2.11968 2.22780
N 4.42816 3.97366 3.28123
C 3.99977 4.48132 1.98377
C 5.26982 4.90564 4.02527
P 2.26801 3.33983 5.80792
S 0.65375 3.40354 6.97026
P 3.50574 0.22145 6.66915
C 4.55288 1.33489 7.67317
O 2.18750 0.26093 7.68286
O 1.34301 0.72818 4.90141
C 0.95538 -0.26578 3.96105
C -0.00843 -1.19911 4.73162
C -1.16500 -0.37938 5.22456
N -2.30106 -0.41270 4.66702
N 0.22664 0.20052 2.84455
C 0.33566 1.21157 2.10320
C 0.27308 1.05121 0.60576
C 0.41906 2.63679 2.60104
H 1.61326 -2.45826 0.43251
H 0.71678 -2.73650 2.01961
H 3.15033 -0.94640 1.48972
H 2.15385 -3.09202 3.98076
H 2.35149 -2.10810 5.41447
H 4.25923 -3.45276 5.01644
H 4.72670 -1.76740 4.91521
H 4.15575 -3.37903 2.66028
H 2.62048 2.07639 3.58206
H 5.01818 2.66006 5.34871
H 5.48705 1.08883 4.61621
H 3.96896 3.67066 1.26177
H 2.99230 4.90275 2.07037
H 4.65076 5.28395 1.62271
H 5.94037 4.36630 4.69177
H 4.66668 5.56409 4.65884
H 5.87382 5.51633 3.34638
H 2.08275 4.25451 4.75158
H 3.37492 3.90100 6.48756
H 4.75323 0.83331 8.62146
H 4.06699 2.28617 7.90094
H 5.50033 1.51444 7.16891
H 1.44300 -0.17135 7.25076
H 0.50191 -1.60579 5.60273
H -0.37333 -1.98534 4.07157
H -0.95591 0.24940 6.09561
H -2.93183 0.23338 5.14160
H -0.33980 1.81499 0.12255
H -0.14754 0.07134 0.38484
H 1.30074 1.06233 0.23311
H 0.61189 2.67627 3.66956
H -0.54410 3.10213 2.37177
H 1.19348 3.19295 2.06474
C -6.51648 2.19975 -5.11658
C -6.32307 1.84385 -3.78630
C -5.04283 1.65230 -3.29550
C -3.94894 1.80635 -4.13870
C -4.14376 2.14525 -5.47825
C -5.43056 2.34988 -5.96119
C -2.99099 2.27653 -6.41738
O -3.16088 2.57971 -7.57956
C -1.62436 2.01593 -5.87919
C -0.53497 2.08163 -6.73982
C 0.74180 1.85293 -6.25550
C 0.93988 1.56393 -4.90931
C -0.14137 1.49323 -4.04746
C -1.42551 1.71272 -4.53158
C -2.57678 1.60452 -3.59223
O -2.40383 1.34958 -2.42024
H -7.51872 2.35426 -5.49474
H -7.17474 1.71555 -3.13103
H -4.88486 1.37811 -2.26106
H -5.56239 2.61975 -7.00006
H -0.70485 2.31069 -7.78303
H 1.58893 1.90060 -6.92748
H 1.93955 1.39124 -4.53268
H -0.00709 1.26659 -2.99806
C -2.21708 -3.74139 -1.59964
C -2.92002 -2.56271 -1.82260
C -3.58482 -2.36660 -3.02178
C -3.54021 -3.34050 -4.00996
C -2.81881 -4.51752 -3.79419
C -2.16640 -4.71641 -2.58283
C -2.72111 -5.56385 -4.84913
O -2.10596 -6.59309 -4.66847
C -3.40548 -5.29959 -6.15128
C -3.28916 -6.23446 -7.17322
C -3.92208 -6.01663 -8.38488
C -4.68018 -4.86692 -8.58034
C -4.79663 -3.93105 -7.56718
C -4.15498 -4.14054 -6.35214
C -4.27333 -3.10310 -5.28429
O -4.93884 -2.10394 -5.45712
H -1.70316 -3.89321 -0.65941
H -2.94708 -1.79507 -1.06003
H -4.13615 -1.45172 -3.19575
H -1.61895 -5.63617 -2.42834
H -2.69799 -7.12378 -7.00221
H -3.82651 -6.74365 -9.18101
H -5.17789 -4.70105 -9.52706
H -5.37811 -3.02907 -7.70151
```

Results
HOMO level, eV: -3.902
Net charge: -1
Electronic energy, eV: -108023.5268
Largest force on an atom, eV/A: 2.407


This record from OMol25 describes a structure of composition C44H50LuN10O4P in a non-equilibrium geometry. The level of theory is ωB97M-V/def2-TZVPD.

```
110
Properties=species:S:1:pos:R:3
Lu 0.55710 0.72092 -0.27487
O -0.46052 4.41802 -1.79108
C 0.40149 3.54916 -1.75089
N 1.05617 2.99527 -0.70231
C 1.27839 3.67976 0.46001
O 0.80873 4.73694 0.81895
C 2.36645 2.98714 1.26091
C 3.14768 3.74046 2.13114
C 4.21494 3.13516 2.77111
C 4.44988 1.78889 2.52908
C 3.59479 1.10496 1.67937
N 2.57463 1.68044 1.04086
C 0.81148 2.81906 -3.01100
C 1.35265 3.47673 -4.10746
C 1.65682 2.73606 -5.24008
C 1.37131 1.37881 -5.23750
C 0.84861 0.80581 -4.08548
N 0.58319 1.49788 -2.98012
H 2.90695 4.78184 2.27851
H 4.85202 3.69937 3.43507
H 5.28878 1.28577 2.98533
H 3.74833 0.04882 1.47141
H 1.54365 4.53644 -4.05479
H 2.10809 3.19969 -6.10434
H 1.55382 0.77447 -6.11220
H 0.63601 -0.25283 -4.03560
N -1.15552 0.02021 2.83417
P 0.56455 0.00994 2.69934
C 0.89508 -1.63371 3.43813
C 2.21960 -1.93965 3.75782
C 2.55493 -3.17496 4.28224
C 1.57269 -4.13148 4.48362
C 0.26256 -3.85076 4.13290
C -0.07641 -2.61775 3.59947
C 0.98850 1.12336 4.11298
C 1.41483 0.68698 5.36335
C 1.67671 1.60645 6.36425
C 1.53711 2.96379 6.12831
C 1.09790 3.40219 4.89009
C 0.81674 2.48895 3.89113
C -1.86400 1.10293 2.36482
C -3.13785 1.37865 2.87328
C -3.80286 2.50506 2.44594
C -3.17440 3.33583 1.52442
C -1.93205 2.97218 1.04519
N -1.28145 1.86252 1.42462
H -1.55178 -0.39766 3.67353
H 2.98678 -1.19217 3.60300
H 3.57921 -3.39618 4.54235
H 1.82800 -5.08817 4.91045
H -0.50470 -4.59444 4.27942
H -1.09694 -2.43291 3.29538
H 1.52922 -0.36719 5.56722
H 1.98404 1.25938 7.33783
H 1.76191 3.67561 6.90726
H 0.96824 4.45466 4.69533
H 0.45009 2.84044 2.93603
H -3.56743 0.72737 3.61638
H -4.77094 2.75068 2.85350
H -3.62859 4.25834 1.20224
H -1.40992 3.62361 0.35763
N 1.05577 -2.13657 0.58801
C 1.17055 -2.85054 -0.68668
C 2.20126 -3.98984 -0.58588
C 2.67136 -4.69996 -1.86425
C 1.66549 -4.97619 -2.98988
N 0.39242 -5.54015 -2.57385
C -0.79827 -4.97165 -2.75372
N -1.89738 -5.71604 -2.53620
N -0.91229 -3.70219 -3.09511
C 1.43191 -1.75050 -1.74966
O 1.11592 -1.99643 -2.92283
O 1.87956 -0.66143 -1.31842
H 2.00304 -1.90200 0.88898
H 0.68641 -2.77180 1.29254
H 0.19372 -3.28574 -0.90867
H 1.78607 -4.73303 0.10438
H 3.10163 -3.58414 -0.11476
H 3.12196 -5.64331 -1.54859
H 3.45614 -4.10284 -2.32809
H 2.12944 -5.69368 -3.67319
H 1.47689 -4.05915 -3.54362
H 0.41232 -6.51535 -2.31010
H -1.83206 -6.71902 -2.48092
H -2.80967 -5.33358 -2.72811
H -0.08721 -3.05744 -3.09802
H -1.82161 -3.26638 -3.12464
C -4.52787 3.16146 -3.07100
N -3.07860 2.88583 -3.12638
C -2.66092 2.32740 -4.42311
C -2.57864 2.09390 -1.95686
C -2.65458 0.58022 -1.90014
C -3.70392 -0.12446 -2.47262
C -3.84956 -1.48197 -2.24436
C -2.98829 -2.09900 -1.35775
C -1.94132 -1.38218 -0.79459
C -1.66451 -0.02785 -1.07680
H -4.82000 3.82814 -3.88211
H -4.78000 3.63863 -2.12474
H -5.09930 2.23989 -3.15535
H -2.59964 3.79179 -3.01102
H -3.04993 1.31927 -4.54676
H -1.57560 2.27758 -4.46193
H -3.02913 2.95356 -5.23436
H -3.10979 2.48456 -1.08366
H -1.52423 2.34131 -1.84177
H -4.43138 0.35960 -3.10835
H -4.65646 -2.02632 -2.71223
H -3.13390 -3.13747 -1.08807
H -1.32111 -1.90209 -0.07244
```

Results
HOMO level, eV: -12.766
Energy relative to the best compared isomer or geometry (same formula, charge and spin), kJ/mol: 0.0
Net charge: +2
Electronic energy, eV: -112433.5178
Largest force on an atom, eV/A: 1.864


This record from OMol25 describes a structure of composition C44H50N6O3Pt in a non-equilibrium geometry. The level of theory is ωB97M-V/def2-TZVPD.

```
104
Properties=species:S:1:pos:R:3
Pt 0.25791 0.70408 0.66615
C -2.83204 0.36161 -0.33331
C -3.61136 0.10297 0.94841
C -3.90094 1.41978 1.67755
C -2.99219 -0.97327 1.82155
C -3.66154 -2.18231 1.95429
C -3.15128 -3.19109 2.75436
C -1.96194 -2.99968 3.43384
C -1.25181 -1.80970 3.32078
C 0.06050 -1.66171 4.06067
C 1.02884 -2.80360 3.74464
C -0.18004 -1.58334 5.57188
C -1.78580 -0.79627 2.51404
N -1.11636 0.42986 2.31222
C -0.92158 1.27822 3.35462
O -1.40395 1.15461 4.46638
C -0.16729 2.50925 2.98022
C 0.11345 3.53117 3.86552
C 0.83011 4.62573 3.39656
C 1.26929 4.64366 2.08002
C 0.94445 3.57045 1.27050
N 0.19970 2.57123 1.71216
C 1.42341 3.40077 -0.14112
O 2.11668 4.26565 -0.65432
N 0.93258 2.27870 -0.71775
C 1.32267 2.16556 -2.09583
C 2.45938 1.41543 -2.43140
C 2.83100 1.31082 -3.76435
C 2.13504 1.98747 -4.74840
C 1.06845 2.78799 -4.39191
C 0.61772 2.89009 -3.07518
C -0.55624 3.87658 -2.90615
C -1.07864 4.22880 -1.51465
C -1.77635 3.50407 -3.76635
C 3.37295 0.84759 -1.36656
C 4.63044 1.71887 -1.25835
C 3.76212 -0.61190 -1.60263
H -3.41940 0.97354 -1.02063
H -2.54362 -0.55624 -0.83901
H -1.90597 0.93208 -0.12051
H -4.58112 -0.30715 0.64779
H -3.00014 2.02297 1.78745
H -4.31558 1.24508 2.67031
H -4.62316 2.00476 1.10436
H -4.59881 -2.33067 1.43056
H -3.68023 -4.13179 2.84146
H -1.57183 -3.79492 4.05644
H 0.53506 -0.73453 3.73172
H 0.64032 -3.76393 4.08762
H 1.98092 -2.63396 4.25236
H 1.21825 -2.87313 2.67292
H -0.63787 -2.50760 5.93147
H -0.83463 -0.75214 5.82431
H 0.76841 -1.45183 6.09731
H -0.22391 3.43340 4.88733
H 1.06293 5.44706 4.06083
H 1.87269 5.43713 1.66286
H 3.70768 0.73397 -4.03193
H 2.44633 1.92114 -5.78284
H 0.56985 3.36690 -5.15931
H -0.16087 4.80445 -3.33458
H -1.43666 3.35158 -0.97194
H -1.92335 4.91075 -1.63300
H -0.33698 4.73971 -0.90653
H -2.38027 2.72956 -3.29640
H -1.50515 3.15974 -4.76252
H -2.42409 4.37566 -3.87854
H 2.85482 0.90703 -0.41334
H 5.24060 1.62303 -2.15948
H 5.23608 1.40747 -0.40403
H 4.36790 2.76997 -1.13608
H 4.15040 -0.77357 -2.60912
H 2.91439 -1.28212 -1.46029
H 4.54241 -0.91132 -0.90000
N 1.16644 -2.80317 -4.35368
C 0.38017 -1.77669 -3.92720
C 0.38567 -1.37985 -2.57435
N -0.33033 -0.36254 -2.15187
C -1.10330 0.24834 -3.05291
C -1.12731 -0.15927 -4.36924
N -0.38303 -1.16605 -4.82425
H 1.75003 -3.31229 -3.71888
H 1.13498 -3.06364 -5.32168
H 0.96636 -1.91989 -1.83885
H -1.70928 1.06480 -2.70011
H -1.76131 0.34518 -5.08926
C 0.05494 -1.22309 0.47752
C -0.16119 -2.40033 0.32129
C -0.49763 -3.77284 0.10023
C 0.36730 -4.79921 0.48578
C 0.02302 -6.12230 0.26365
C -1.18550 -6.43622 -0.34285
C -2.04808 -5.42108 -0.73371
C -1.70691 -4.09673 -0.51835
H 1.30374 -4.54860 0.96759
H 0.70079 -6.91075 0.56426
H -1.45266 -7.47098 -0.51387
H -2.99272 -5.66277 -1.20339
H -2.37154 -3.29733 -0.82060
C 2.74407 -0.45304 1.75155
O 1.85068 0.65075 1.80483
H 3.71300 -0.10143 1.38747
H 2.40523 -1.25597 1.10290
H 2.85162 -0.85320 2.76283
```

Results
HOMO level (spin up / spin down), eV: -8.068 / -8.069
Energy relative to the best compared isomer or geometry (same formula, charge and spin), kJ/mol: 329.1
Net charge: 0
Electronic energy, eV: -64766.5273
Largest force on an atom, eV/A: 3.751


This record from OMol25 describes a structure of composition C44H51KN7P2S2. The level of theory is ωB97M-V/def2-TZVPD.

```
107
Properties=species:S:1:pos:R:3
K 0.81411 -1.64818 -0.89774
N 1.36080 -3.67000 1.59912
C 2.31583 -4.59121 0.97485
C 3.54798 -3.84548 0.47969
N 3.19289 -2.73744 -0.40684
C 4.21348 -2.34970 -1.38474
C 3.69553 -2.52119 -2.81021
N 2.56553 -1.61592 -3.06037
H 0.56815 -4.19837 1.94780
H 1.78668 -3.23580 2.41342
H 2.65479 -5.38555 1.65167
H 1.81290 -5.06614 0.12866
H 4.12425 -3.50059 1.34962
H 4.16655 -4.55339 -0.07381
H 2.95950 -1.94023 0.17647
H 4.50816 -1.30493 -1.24216
H 5.10936 -2.96517 -1.27084
H 4.52859 -2.36284 -3.50636
H 3.34874 -3.55027 -2.93163
H 2.91174 -0.66279 -3.12060
H 2.16744 -1.82265 -3.97018
N -4.06757 -2.11688 -2.58858
C -4.90067 -0.99081 -2.44246
C -6.10426 -0.92591 -3.12406
C -6.93641 0.17727 -2.97425
C -6.56711 1.21708 -2.14238
C -5.35518 1.15998 -1.46119
C -4.53137 0.06171 -1.61287
S -2.97931 -0.01985 -0.75074
N -2.16742 -1.29090 -1.47713
C -2.74024 -2.14229 -2.23673
C -1.91743 -3.26819 -2.75730
C -2.38067 -4.15361 -3.72848
C -1.56729 -5.20176 -4.12899
C -0.31086 -5.33336 -3.56567
C 0.07357 -4.39233 -2.62203
N -0.70111 -3.39384 -2.22341
H -4.42454 -2.84416 -3.17822
H -6.40230 -1.74955 -3.76357
H -7.87275 0.21576 -3.51379
H -7.21296 2.07470 -2.01273
H -5.05633 1.96147 -0.79649
H -3.34823 -4.04230 -4.19634
H -1.91423 -5.90615 -4.87303
H 0.34642 -6.14221 -3.85166
H 1.05273 -4.43817 -2.15195
C -0.56619 6.69748 1.76441
S -1.39551 5.33924 0.90255
C -1.49005 4.12697 2.25828
C -0.36310 3.09207 2.28543
C -0.47535 2.13414 1.09791
N 0.55180 1.08718 1.01167
P 1.99291 1.19672 0.08252
C 2.67040 2.88715 0.34816
C 3.72433 3.01505 1.25396
C 4.33076 4.24422 1.46501
C 3.90505 5.35413 0.75139
C 2.86328 5.23522 -0.15805
C 2.24505 4.01096 -0.35703
C 1.39931 1.40732 -1.64450
C 2.33377 1.76540 -2.62000
C 1.94444 1.92798 -3.93925
C 0.61919 1.71809 -4.30675
C -0.30293 1.32167 -3.35148
C 0.08798 1.15759 -2.02905
P 0.57407 -0.40664 1.86653
C -1.19324 -0.85761 2.07087
C -2.09786 -0.12939 2.84597
C -3.40145 -0.56969 3.00300
C -3.81230 -1.76000 2.41519
C -2.91723 -2.50452 1.66520
C -1.61786 -2.04993 1.48883
C 0.95134 0.00302 3.61431
C 0.54443 -0.87860 4.61834
C 0.95188 -0.68493 5.92903
C 1.78416 0.37861 6.24895
C 2.21053 1.24662 5.25457
C 1.80546 1.05186 3.94243
H -0.55307 7.54023 1.07668
H 0.45312 6.42199 2.02712
H -1.13464 6.96674 2.65249
H -2.45226 3.62555 2.13553
H -1.51841 4.69745 3.18570
H -0.44304 2.53056 3.22020
H 0.61203 3.58378 2.27816
H -0.47270 2.72037 0.17612
H -1.44563 1.63543 1.15436
H 4.08085 2.13917 1.78524
H 5.14623 4.33141 2.17146
H 4.39316 6.31000 0.89376
H 2.52427 6.09737 -0.71811
H 1.43840 3.94003 -1.07325
H 3.36364 1.95403 -2.33242
H 2.67262 2.22797 -4.68240
H 0.30782 1.87500 -5.33117
H -1.33703 1.15515 -3.62963
H -0.64601 0.86006 -1.29195
H -1.77706 0.77357 3.35131
H -4.09361 0.00335 3.60688
H -4.82434 -2.11794 2.55399
H -3.22499 -3.44246 1.21888
H -0.91792 -2.62979 0.90195
H -0.10402 -1.71161 4.37165
H 0.61812 -1.36233 6.70464
H 2.10678 0.52502 7.27145
H 2.86146 2.07493 5.50422
H 2.14173 1.72975 3.16695
```

Results
HOMO level, eV: -9.560
Energy relative to the best compared isomer or geometry (same formula, charge and spin), kJ/mol: 46.2
Net charge: +1
Electronic energy, eV: -113457.5615
Largest force on an atom, eV/A: 0.917